Computed, not measured: 2 unconnected molecules or ions with the total composition C11H14N3O at a distorted geometry, with ωB97M-V/def2-TZVPD.

Values from the calculation:
Charge = +1
Strongest force on any atom = 8.036 eV/Å
Relative energy (zero: lowest compared OMol25 entry of this formula, charge and spin) = 87.54 kcal per mole
Energy = -18141.8340 eV
Highest occupied orbital energy = -0.473 Ha

Atoms and positions in Å:
1 C 0.188 1.204 -3.097
2 C 0.896 1.329 -1.993
3 C -2.584 0.017 -0.841
4 C -2.859 1.023 0.091
5 C -1.428 -0.753 -0.684
6 C -1.941 1.328 1.026
7 C -0.500 -0.360 0.408
8 C 1.864 -1.532 -0.204
9 C 0.519 -0.490 3.235
10 C 1.510 1.516 -0.850
11 C 0.797 -0.861 0.762
12 N -0.791 0.691 1.176
13 N 1.442 -1.805 -1.481
14 N 1.147 -0.838 1.987
15 O 2.975 -1.755 0.246
16 H -0.857 1.257 -2.955
17 H -3.284 -0.278 -1.542
18 H -3.631 1.744 0.012
19 H -1.428 -1.791 -1.122
20 H -1.987 1.998 1.871
21 H 0.843 0.534 3.474
22 H -0.471 -0.690 3.133
23 H 0.837 -1.010 4.100
24 H 1.681 2.561 -0.456
25 H 2.036 0.644 -0.407
26 H 0.512 -1.368 -1.765
27 H 1.911 -2.335 -2.075
28 H 0.430 1.135 -4.139
29 H 2.174 -1.113 2.087

Forces on atoms 1 to 2 (eV/Å):
0.3 0.2 1.2
0.1 0.4 -0.8

Computed, not measured: a single C4HNO2 molecule at a distorted geometry, with ωB97M-V/def2-TZVPD.

Values from the calculation:
Charge = 0
Strongest force on any atom = 10.784 eV/Å
Relative energy (zero: lowest compared OMol25 entry of this formula, charge and spin) = 42.04 kcal per mole
Energy = -9744.8712 eV
SMILES = N#CC#CC(=O)O
Highest occupied orbital energy = -0.415 Ha

Atoms and positions in Å:
1 N 3.583 0.162 -0.268
2 C 2.415 -0.277 0.014
3 C 1.055 -0.674 0.306
4 C -0.174 -0.517 0.293
5 C -1.448 -0.280 0.034
6 O -2.246 -1.092 -0.297
7 O -1.983 1.047 0.018
8 H -1.203 1.632 -0.100

Forces on atoms 1 to 2 (eV/Å):
-9.8 -3.8 2.4
7.4 2.6 -1.5

Computed, not measured: 7 unconnected molecules or ions with the total composition C24H50NO13S5 at a distorted geometry, with ωB97M-V/def2-TZVPD.

Values from the calculation:
Charge = +1
Strongest force on any atom = 7.609 eV/Å
Relative energy (zero: lowest compared OMol25 entry of this formula, charge and spin) = 0.00 kcal per mole
Energy = -107967.4297 eV
Highest occupied orbital energy = -0.431 Ha

Atoms and positions in Å:
1 N -0.652 0.057 -0.220
2 H -1.095 0.301 0.679
3 H 0.222 0.236 -0.009
4 H -0.974 0.650 -0.913
5 H -0.748 -1.006 -0.464
6 C 0.887 -4.676 2.784
7 C 1.760 -4.089 1.694
8 C 2.514 -5.023 0.619
9 O 1.836 -4.639 -0.624
10 C 1.022 -3.544 -0.409
11 O 0.411 -2.935 -1.283
12 O 0.890 -3.189 0.955
13 H 0.496 -3.854 3.379
14 H 1.464 -5.228 3.419
15 H 0.049 -5.495 2.585
16 H 2.584 -3.531 2.171
17 H 2.433 -6.179 0.654
18 H 3.523 -4.879 0.737
19 C 2.919 5.116 1.836
20 C 3.528 4.906 0.403
21 C 2.314 4.886 -0.506
22 S 1.085 3.926 0.392
23 O 1.029 2.526 -0.081
24 O -0.243 4.647 0.325
25 C 1.888 4.035 1.966
26 H 2.423 6.164 2.163
27 H 3.748 4.977 2.464
28 H 4.013 3.943 0.319
29 H 4.343 5.678 0.256
30 H 2.595 4.634 -1.605
31 H 1.826 5.859 -0.486
32 H 2.228 3.139 2.463
33 H 0.992 4.292 2.625
34 C -2.420 -5.186 -0.795
35 C -2.946 -5.793 0.531
36 C -3.101 -4.632 1.592
37 S -3.230 -3.125 0.654
38 O -2.013 -2.431 0.951
39 O -4.515 -2.627 0.821
40 C -3.235 -3.897 -0.921
41 H -2.700 -5.938 -1.529
42 H -1.485 -4.995 -0.768
43 H -2.441 -6.660 1.003
44 H -3.997 -6.045 0.402
45 H -2.203 -4.261 2.001
46 H -4.020 -4.787 2.179
47 H -2.646 -2.964 -1.659
48 H -4.271 -3.931 -1.398
49 C 3.207 -2.179 -4.253
50 C 2.882 -1.331 -5.457
51 C 2.008 -0.161 -4.974
52 S 2.308 0.286 -3.342
53 O 0.961 0.280 -2.789
54 O 3.211 1.458 -3.329
55 C 3.228 -1.131 -3.014
56 H 4.125 -2.728 -4.259
57 H 2.299 -2.801 -4.072
58 H 2.482 -1.776 -6.258
59 H 3.897 -0.845 -5.817
60 H 1.043 -0.310 -5.222
61 H 1.958 0.625 -5.731
62 H 3.023 -1.628 -2.181
63 H 4.296 -0.883 -2.968
64 C 1.907 -0.360 4.032
65 C 0.668 -1.272 3.873
66 C -0.612 -0.499 3.962
67 S -0.109 1.199 3.948
68 O -0.941 1.967 4.851
69 O 0.072 1.574 2.633
70 C 1.413 0.959 4.682
71 H 2.190 -0.096 2.967
72 H 2.754 -0.830 4.273
73 H 0.804 -2.042 4.586
74 H 0.531 -1.768 2.881
75 H -1.017 -0.804 4.872
76 H -1.227 -0.556 3.072
77 H 1.319 0.936 5.753
78 H 2.303 1.582 4.411
79 C -3.871 5.767 -2.395
80 C -5.018 4.740 -2.215
81 C -4.352 3.377 -2.242
82 S -3.088 3.600 -1.102
83 O -1.931 2.867 -1.457
84 O -3.652 3.530 0.206
85 C -2.697 5.306 -1.487
86 H -4.398 6.751 -2.009
87 H -3.465 5.717 -3.440
88 H -5.637 4.730 -3.048
89 H -5.530 5.241 -1.280
90 H -3.887 3.372 -3.238
91 H -5.157 2.567 -2.255
92 H -1.866 5.468 -1.994
93 H -2.521 5.663 -0.528

Forces on atoms 1 to 2 (eV/Å):
-4.7 -4.6 1.3
-0.6 -0.3 -0.5

Computed, not measured: a molecular structure, C14H32Cs3N4O12S2 at a distorted geometry, with ωB97M-V/def2-TZVPD.

Values from the calculation:
Charge = +1
Strongest force on any atom = 2.400 eV/Å
Relative energy (zero: lowest compared OMol25 entry of this formula, charge and spin) = 17.65 kcal per mole
Energy = -68880.4061 eV
Highest occupied orbital energy = -0.402 Ha

Atoms and positions in Å:
1 Cs -0.978 -3.559 2.672
2 Cs 2.762 -3.787 1.195
3 Cs -0.225 -4.262 -2.051
4 S 0.266 -1.615 0.052
5 O 0.047 -0.246 -0.377
6 O 1.300 -2.305 -0.733
7 O 0.706 -1.662 1.455
8 O -1.014 -2.321 -0.050
9 C 3.497 0.096 -0.684
10 C 3.285 1.438 -1.338
11 O 4.200 1.998 -1.914
12 N 1.991 1.855 -1.363
13 C 1.588 3.127 -1.888
14 H 4.530 0.052 -0.344
15 H 3.308 -0.776 -1.312
16 H 2.792 -0.062 0.137
17 H 1.262 1.206 -1.099
18 H 0.857 2.946 -2.684
19 H 2.417 3.737 -2.237
20 H 1.062 3.778 -1.178
21 C 2.767 -0.065 3.450
22 C 2.908 1.086 4.427
23 O 3.055 0.750 5.602
24 N 2.763 2.357 4.065
25 C 2.775 2.789 2.678
26 H 2.047 -0.747 3.904
27 H 3.711 -0.610 3.527
28 H 2.424 0.144 2.440
29 H 2.745 3.050 4.794
30 H 3.694 2.487 2.174
31 H 2.629 3.860 2.563
32 H 1.971 2.376 2.058
33 C -4.409 -2.425 0.159
34 C -4.527 -0.960 -0.237
35 O -5.556 -0.374 0.092
36 N -3.464 -0.377 -0.819
37 C -3.518 0.998 -1.251
38 H -4.670 -3.049 -0.693
39 H -4.872 -2.577 1.127
40 H -3.334 -2.628 0.356
41 H -2.549 -0.797 -0.738
42 H -4.100 1.559 -0.510
43 H -4.028 1.141 -2.205
44 H -2.542 1.478 -1.272
45 C 0.742 -2.541 -6.651
46 C 0.552 -2.171 -5.214
47 O 0.665 -3.037 -4.340
48 N 0.155 -0.927 -4.905
49 C -0.054 -0.475 -3.545
50 H 0.024 -3.314 -6.926
51 H 1.737 -2.968 -6.762
52 H 0.561 -1.728 -7.352
53 H 0.107 -0.258 -5.653
54 H -0.110 0.614 -3.565
55 H 0.798 -0.770 -2.938
56 H -1.003 -0.760 -3.087
57 C -1.899 0.279 2.621
58 C -2.924 1.381 2.867
59 O -2.747 1.790 4.274
60 S -1.717 0.814 5.011
61 O -2.255 0.366 6.254
62 O -0.402 1.361 4.884
63 O -1.852 -0.342 3.880
64 H -0.935 0.568 2.193
65 H -2.266 -0.410 1.852
66 H -3.982 1.129 2.855
67 H -2.764 2.295 2.297

Forces on atoms 1 to 2 (eV/Å):
-0.5 0.3 0.3
0.5 0.4 0.0

Computed, not measured: 5 unconnected molecules or ions with the total composition H11NO4 at a distorted geometry, with ωB97M-V/def2-TZVPD.

Values from the calculation:
Charge = 0
Strongest force on any atom = 5.664 eV/Å
Relative energy (zero: lowest compared OMol25 entry of this formula, charge and spin) = 47.46 kcal per mole
Energy = -9857.6607 eV
SMILES = N.O.O.O.O
Highest occupied orbital energy = -0.366 Ha

Atoms and positions in Å:
1 N -2.233 0.029 -0.141
2 H -3.233 -0.208 -0.381
3 H -2.140 -0.417 0.700
4 H -1.581 -0.472 -0.723
5 O 0.880 0.571 -1.208
6 H -0.024 0.491 -1.326
7 H 0.946 1.391 -1.568
8 O 2.117 1.745 1.673
9 H 1.820 1.570 0.845
10 H 1.424 2.062 2.122
11 O 0.765 -0.742 1.896
12 H 1.586 -0.298 2.225
13 H 0.704 -0.457 0.914
14 O -0.580 -1.562 -1.657
15 H 0.307 -1.238 -1.932
16 H -0.758 -2.465 -1.439

Forces on atoms 1 to 2 (eV/Å):
-2.1 1.2 -1.9
1.6 0.4 -0.3

Computed, not measured: a gas-phase ion, C5H8N (charge +1) at a distorted geometry, with ωB97M-V/def2-TZVPD.

Values from the calculation:
Charge = +1
Strongest force on any atom = 2.204 eV/Å
Relative energy (zero: lowest compared OMol25 entry of this formula, charge and spin) = 73.25 kcal per mole
Energy = -6794.9120 eV
SMILES = C=C1C(C)=[N+]1C
Highest occupied orbital energy = -0.529 Ha

Atoms and positions in Å:
1 C 2.343 -0.424 0.001
2 C 1.062 -0.268 -0.002
3 C -0.301 -0.632 -0.006
4 C -1.369 -1.590 0.000
5 N -0.065 0.638 -0.003
6 C -0.549 1.961 -0.002
7 H 3.029 0.407 0.002
8 H 2.775 -1.411 -0.005
9 H -2.348 -1.115 0.013
10 H -1.255 -2.250 0.865
11 H -1.280 -2.243 -0.872
12 H 0.281 2.651 -0.147
13 H -1.037 2.181 0.952
14 H -1.287 2.095 -0.796

Forces on atoms 1 to 2 (eV/Å):
1.1 0.1 0.0
-0.6 0.0 0.0